(1)
The following is a DFT calculation (ωB97M-V/def2-TZVPD) of the molecule C3H3FS.

HOMO-LUMO gap (Ha): 0.29436
Highest occupied orbital energy (eV): -9.1472
Calculated total energy (eV): -16709.600
E_LUMO (eV): -1.1371
Molar mass (g/mol): 90.1
Relative energy (zero: lowest compared OMol25 entry of this formula, charge and spin) (kcal/mol): 28.3

Last columns: bonded neighbours and bond lengths (Å).
Element x y z (Å)
1 C -0.764 1.053 -0.089  C2 1.345, H6 1.226, H7 1.004
2 C -0.267 -0.194 -0.019  C1 1.345, F3 1.430, C4 1.398
3 F -1.285 -1.193 -0.124  C2 1.430
4 C 0.956 -0.859 0.114  C2 1.398, S5 1.517, H8 1.145
5 S 2.286 -0.163 -0.111  C4 1.517
6 H -0.170 2.079 0.224  C1 1.226
7 H -1.742 1.279 -0.081  C1 1.004
8 H 0.986 -2.003 0.086  C4 1.145

=====

(2)
The following is a DFT calculation (ωB97M-V/def2-TZVPD) of a cluster of 7 separate species, C48H50N2O3 in total.

HOMO-LUMO gap (Ha): 0.35793
Highest occupied orbital energy (eV): -9.2584
Calculated total energy (eV): -59707.341
E_LUMO (eV): 0.4813
Molar mass (g/mol): 702.9

Last columns: bonded neighbours and bond lengths (Å).
Element x y z (Å)
1 H -1.222 1.816 2.655  N2 1.023
2 N -0.808 2.462 1.980  H1 1.023, C3 1.264
3 C -0.676 1.881 0.865  N2 1.264, C4 1.511, H19 1.087
4 C -1.100 0.453 0.613  C3 1.511, C5 1.535, H20 1.091, H21 1.091
5 C -0.184 -0.341 -0.329  C4 1.535, C6 1.525, O10 1.471, C13 1.521
6 C -0.538 -0.218 -1.808  C5 1.525, C7 1.529, H22 1.088, H23 1.088
7 C -0.761 1.205 -2.321  C6 1.529, C8 1.471, O9 1.402, H24 1.084
8 C -2.113 1.780 -2.244  C7 1.471, O9 1.455, H25 1.081, H26 1.081
9 O -1.540 1.277 -3.483  C7 1.402, C8 1.455
10 O -0.281 -1.765 0.026  C5 1.471, C11 1.353
11 C -1.527 -2.284 0.121  O10 1.353, O12 1.192, H27 1.098
12 O -2.105 -2.813 -0.777  C11 1.192
13 C 1.267 0.006 -0.030  C5 1.521, C14 1.386, N18 1.325
14 C 1.913 -0.555 1.061  C13 1.386, C15 1.381, H28 1.078
15 C 3.221 -0.190 1.310  C14 1.381, C16 1.383, H29 1.081
16 C 3.830 0.736 0.484  C15 1.383, C17 1.378, H30 1.079
17 C 3.092 1.234 -0.569  C16 1.378, N18 1.329, H31 1.083
18 N 1.844 0.874 -0.848  C13 1.325, C17 1.329
19 H -0.251 2.450 0.042  C3 1.087
20 H -1.065 -0.026 1.593  C4 1.091
21 H -2.142 0.416 0.290  C4 1.091
22 H 0.272 -0.647 -2.394  C6 1.088
23 H -1.477 -0.728 -2.008  C6 1.088
24 H 0.077 1.886 -2.226  C7 1.084
25 H -2.929 1.180 -1.868  C8 1.081
26 H -2.187 2.855 -2.335  C8 1.081
27 H -1.968 -2.236 1.126  C11 1.098
28 H 1.416 -1.265 1.701  C14 1.078
29 H 3.737 -0.627 2.153  C15 1.081
30 H 4.848 1.042 0.662  C16 1.079
31 H 3.545 1.969 -1.222  C17 1.083
32 C -4.646 1.892 1.601  C33 1.389, C37 1.388, H38 1.083
33 C -5.344 1.000 0.797  C32 1.389, C34 1.388, H39 1.084
34 C -6.686 0.744 1.041  C33 1.388, C35 1.388, H40 1.082
35 C -7.330 1.376 2.095  C34 1.388, C36 1.388, H41 1.082
36 C -6.631 2.262 2.905  C35 1.388, C37 1.388, H42 1.082
37 C -5.290 2.519 2.658  C32 1.388, C36 1.388, H43 1.082
38 H -3.597 2.078 1.409  C32 1.083
39 H -4.843 0.501 -0.024  C33 1.084
40 H -7.228 0.051 0.411  C34 1.082
41 H -8.377 1.179 2.286  C35 1.082
42 H -7.133 2.752 3.729  C36 1.082
43 H -4.746 3.211 3.289  C37 1.082
44 C 8.657 -3.387 0.361  C45 1.388, C49 1.388, H50 1.082
45 C 8.090 -2.760 1.462  C44 1.388, C46 1.388, H51 1.082
46 C 6.922 -2.026 1.315  C45 1.388, C47 1.388, H52 1.083
47 C 6.322 -1.916 0.068  C46 1.388, C48 1.388, H53 1.081
48 C 6.891 -2.539 -1.033  C47 1.388, C49 1.388, H54 1.082
49 C 8.058 -3.275 -0.887  C44 1.388, C48 1.388, H55 1.082
50 H 9.566 -3.963 0.475  C44 1.082
51 H 8.559 -2.845 2.434  C45 1.082
52 H 6.479 -1.538 2.175  C46 1.083
53 H 5.409 -1.346 -0.044  C47 1.081
54 H 6.425 -2.450 -2.006  C48 1.082
55 H 8.502 -3.762 -1.745  C49 1.082
56 C -1.491 -6.387 4.300  C57 1.388, C61 1.388, H62 1.082
57 C -2.431 -5.372 4.190  C56 1.388, C58 1.389, H63 1.082
58 C -2.751 -4.855 2.941  C57 1.389, C59 1.388, H64 1.083
59 C -2.127 -5.349 1.804  C58 1.388, C60 1.389, H65 1.083
60 C -1.181 -6.360 1.916  C59 1.389, C61 1.387, H66 1.083
61 C -0.866 -6.880 3.163  C56 1.388, C60 1.387, H67 1.082
62 H -1.250 -6.799 5.271  C56 1.082
63 H -2.919 -4.988 5.077  C57 1.082
64 H -3.489 -4.067 2.855  C58 1.083
65 H -2.379 -4.949 0.830  C59 1.083
66 H -0.693 -6.743 1.029  C60 1.083
67 H -0.135 -7.673 3.251  C61 1.082
68 C -1.652 -11.677 2.890  C69 1.388, C73 1.388, H74 1.082
69 C -2.460 -12.397 3.758  C68 1.388, C70 1.388, H75 1.082
70 C -3.496 -11.762 4.428  C69 1.388, C71 1.388, H76 1.082
71 C -3.723 -10.407 4.231  C70 1.388, C72 1.388, H77 1.083
72 C -2.911 -9.684 3.368  C71 1.388, C73 1.388, H78 1.082
73 C -1.877 -10.321 2.696  C68 1.388, C72 1.388, H79 1.083
74 H -0.847 -12.173 2.363  C68 1.082
75 H -2.282 -13.454 3.912  C69 1.082
76 H -4.129 -12.324 5.103  C70 1.082
77 H -4.534 -9.912 4.751  C71 1.083
78 H -3.086 -8.627 3.217  C72 1.082
79 H -1.246 -9.758 2.019  C73 1.083
80 C 0.967 4.842 -3.078  C81 1.388, C85 1.388, H86 1.083
81 C 0.508 6.060 -3.560  C80 1.388, C82 1.388, H87 1.083
82 C 0.416 7.152 -2.708  C81 1.388, C83 1.388, H88 1.083
83 C 0.779 7.027 -1.374  C82 1.388, C84 1.388, H89 1.082
84 C 1.233 5.808 -0.891  C83 1.388, C85 1.388, H90 1.082
85 C 1.329 4.717 -1.744  C80 1.388, C84 1.388, H91 1.084
86 H 1.041 3.990 -3.743  C80 1.083
87 H 0.221 6.157 -4.599  C81 1.083
88 H 0.058 8.103 -3.085  C82 1.083
89 H 0.706 7.879 -0.711  C83 1.082
90 H 1.509 5.706 0.151  C84 1.082
91 H 1.682 3.764 -1.368  C85 1.084
92 C 1.687 9.635 -5.645  C93 1.388, C97 1.388, H98 1.083
93 C 1.840 10.454 -4.535  C92 1.388, C94 1.388, H99 1.083
94 C 1.924 11.830 -4.693  C93 1.388, C95 1.388, H100 1.082
95 C 1.858 12.387 -5.963  C94 1.388, C96 1.388, H101 1.082
96 C 1.710 11.568 -7.073  C95 1.388, C97 1.388, H102 1.082
97 C 1.624 10.192 -6.914  C92 1.388, C96 1.388, H103 1.082
98 H 1.617 8.562 -5.519  C92 1.083
99 H 1.895 10.017 -3.545  C93 1.083
100 H 2.042 12.468 -3.827  C94 1.082
101 H 1.922 13.461 -6.087  C95 1.082
102 H 1.662 12.002 -8.064  C96 1.082
103 H 1.508 9.553 -7.780  C97 1.082